# 1
2 unconnected molecules or ions with the total composition C2H2B3F6O5S, computed with ωB97M-V/def2-TZVPD.

Properties
- Total charge: -1
- Frontier orbital gap: 5.086 eV

XYZ file:
```
19
C2H2B3F6O5S ωB97M-V/def2-TZVPD
O 0.0090 -2.7695 -0.1761
S 0.2377 -1.4855 0.4325
O 0.5462 -1.3956 1.8302
B -1.2628 -0.3765 0.0606
O -2.4348 -0.9761 -0.2891
B -3.5179 -0.1368 -0.0751
O -3.4033 1.1375 -0.5881
B -2.2229 1.7666 -0.2411
O -1.1584 0.9813 0.1779
C 1.5622 -0.7113 -0.6417
F 2.4454 -1.6552 -0.8887
F 0.8844 -0.4319 -1.7817
C 2.2781 0.5883 -0.1123
F 3.5404 0.3684 0.1190
F 2.1486 1.5457 -1.0684
F 1.6504 1.0428 0.9780
H -4.4183 -0.4532 0.6286
H -2.1235 2.9441 -0.2838
F 5.2396 0.0169 1.9196
```


# 2
A molecular structure, C2H2Br2F2O2 at a distorted geometry, computed with ωB97M-V/def2-TZVPD.

Properties
- Total charge: 0
- Frontier orbital gap: 10.910 eV
- ΔE to the lowest compared entry with this formula, charge and spin: 58.1 kJ/mol

XYZ file:
```
10
C2H2Br2F2O2 ωB97M-V/def2-TZVPD
C -1.5677 -0.2404 1.0872
C 0.4405 0.9349 1.0332
O 0.5502 0.4459 -0.4932
O -0.8543 0.9015 1.3834
F -2.1196 -0.7049 2.2142
F -2.5692 0.0761 0.2646
Br 1.5647 -0.2782 2.0561
Br 1.0632 2.7295 1.1634
H -0.9615 -1.0357 0.6266
H 1.3407 0.8374 -0.8797
```


# 3
A single C2H2Br2F3N molecule at a distorted geometry, computed with ωB97M-V/def2-TZVPD.

Properties
- Total charge: 0
- Frontier orbital gap (alpha / beta): 7.305 / 5.463 eV
- Spin multiplicity: 3
- ΔE to the lowest compared entry with this formula, charge and spin: 97.7 kJ/mol

XYZ file:
```
10
C2H2Br2F3N ωB97M-V/def2-TZVPD
C -0.0991 -0.5089 -0.4704
C -0.1664 1.2005 -0.0776
N 0.2109 -1.3495 0.5551
F -1.3330 -0.8462 -1.0203
F 0.0991 1.9060 -1.1184
F 0.8480 1.2723 0.8246
Br -1.6097 2.2573 1.0311
Br 1.2243 -0.7349 -1.8889
H 1.1754 -1.6620 0.6983
H -0.3494 -1.5346 1.4665
```


# 4
A molecular structure, C2H2Br3ClS at a distorted geometry, computed with ωB97M-V/def2-TZVPD.

Properties
- Total charge: 0
- Frontier orbital gap: 9.258 eV
- ΔE to the lowest compared entry with this formula, charge and spin: 26.7 kJ/mol

XYZ file:
```
9
C2H2Br3ClS ωB97M-V/def2-TZVPD
C -0.9379 -0.0931 0.2217
C 0.0172 1.0770 0.3448
S -2.2361 0.0601 1.5150
Cl -3.1610 -1.7201 1.4397
Br -1.6760 -0.0497 -1.6737
Br 1.0228 0.8205 2.0352
Br -0.9119 2.6794 0.3412
H -0.5508 -1.0223 0.2307
H 0.7246 0.8443 -0.4359
```


# 5
A molecular structure, C2H2Br6 at a distorted geometry, computed with ωB97M-V/def2-TZVPD.

Properties
- Total charge: 0
- Frontier orbital gap: 9.463 eV
- ΔE to the lowest compared entry with this formula, charge and spin: 58.6 kJ/mol

XYZ file:
```
10
C2H2Br6 ωB97M-V/def2-TZVPD
C -13.7427 0.9128 23.6211
Br -15.6398 0.3185 23.9924
Br -13.3005 2.8179 23.9330
Br -13.1056 0.1981 21.8487
H -13.2555 0.4076 24.4551
C -11.6921 -2.2319 24.8684
Br -12.9421 -2.9200 23.4872
Br -12.7114 -1.3761 26.3409
Br -10.3038 -1.1038 23.9581
H -11.2983 -3.1717 25.2555
```


# 6
2 unconnected molecules or ions with the total composition C2H2BrCl2NO at a distorted geometry, computed with ωB97M-V/def2-TZVPD.

Properties
- Structure (SMILES): O=C=NC(Cl)Cl.Br
- Total charge: 0
- Frontier orbital gap: 10.961 eV
- ΔE to the lowest compared entry with this formula, charge and spin: 51.3 kJ/mol

XYZ file:
```
9
C2H2BrCl2NO ωB97M-V/def2-TZVPD
C 0.3727 -2.0284 -0.7020
C -0.4795 -0.0366 0.9660
N -0.0772 -1.2177 0.0589
O 0.8463 -2.7906 -1.4231
Cl -0.9531 -0.5996 2.5692
Cl -1.8374 0.7440 0.1615
Br 1.5796 2.3866 -1.2213
H 0.3457 0.5714 0.7585
H 0.2027 2.9710 -1.1677
```


# 7
A molecular structure, C2H2BrCl3 at a distorted geometry, computed with ωB97M-V/def2-TZVPD.

Properties
- Total charge: 0
- Frontier orbital gap (alpha / beta): 5.231 / 5.234 eV
- ΔE to the lowest compared entry with this formula, charge and spin: 337.7 kJ/mol

XYZ file:
```
8
C2H2BrCl3 ωB97M-V/def2-TZVPD
C 0.9046 0.3834 0.4217
C -0.5402 -0.0329 0.5111
Cl 1.3539 1.4560 1.8741
Cl 1.9265 -1.0443 0.5849
Cl -2.4656 -1.1968 -3.4750
Br -1.5742 0.0242 -0.9376
H 1.0447 1.0423 -0.4250
H -0.6497 -0.6320 1.4458
```


# 8
2 unconnected molecules or ions with the total composition C2H2BrF3 at a distorted geometry, computed with ωB97M-V/def2-TZVPD.

Properties
- Total charge: 0
- Frontier orbital gap: 9.560 eV
- ΔE to the lowest compared entry with this formula, charge and spin: 304.4 kJ/mol

XYZ file:
```
8
C2H2BrF3 ωB97M-V/def2-TZVPD
C -0.0218 0.2858 -1.1822
C -1.2428 0.0661 0.6987
F 0.1252 1.5751 -1.3802
F 1.1116 -0.2956 -0.8908
F -2.4902 0.0217 0.3035
Br -0.6113 -1.4948 1.5934
H -0.8636 -0.1976 -1.7606
H -0.9081 0.9306 1.1111
```


# 9
A molecular structure, C2H2CdFO at a distorted geometry, computed with ωB97M-V/def2-TZVPD.

Properties
- Total charge: 0
- Frontier orbital gap (alpha / beta): 8.761 / 7.144 eV
- Spin multiplicity: 2
- ΔE to the lowest compared entry with this formula, charge and spin: 0.0 kJ/mol

XYZ file:
```
7
C2H2CdFO ωB97M-V/def2-TZVPD
C 0.2114 0.1915 -0.8076
C -0.5527 0.5006 0.2540
O -0.2386 0.0221 1.4396
H 0.3695 0.7022 -1.7510
F 0.8866 -1.0341 -0.7091
H -1.1716 1.4066 0.1929
Cd 0.4954 -1.7889 1.3812
```


# 10
2 unconnected molecules or ions with the total composition C2H2Cl2F3PS at a distorted geometry, computed with ωB97M-V/def2-TZVPD.

Properties
- Total charge: 0
- Frontier orbital gap (alpha / beta): 7.730 / 7.557 eV
- ΔE to the lowest compared entry with this formula, charge and spin: 277.2 kJ/mol

XYZ file:
```
11
C2H2Cl2F3PS ωB97M-V/def2-TZVPD
C -1.4281 0.5634 -0.0313
C 2.2205 0.3554 0.0586
F 1.9708 1.4924 -0.5936
F 3.1894 -0.3249 -0.5376
F 2.5360 0.6162 1.3251
P -0.6694 -1.1467 -0.1565
S -1.2683 -2.1709 -1.6979
Cl -3.1841 0.4044 0.1760
Cl -1.1364 -1.9898 1.5838
H -1.2195 1.1086 -0.9526
H -1.0110 1.0920 0.8259
```


# 11
2 unconnected molecules or ions with the total composition C2H2Cl2O at a distorted geometry, computed with ωB97M-V/def2-TZVPD.

Properties
- Structure (SMILES): C#CCl.OCl
- Total charge: 0
- Frontier orbital gap: 10.240 eV
- ΔE to the lowest compared entry with this formula, charge and spin: 420.5 kJ/mol

XYZ file:
```
7
C2H2Cl2O ωB97M-V/def2-TZVPD
C 3.1073 -0.2546 -0.5140
C 2.7818 0.8163 -0.0891
O 0.5703 -1.7720 -1.0778
Cl 2.5104 2.1806 0.8068
Cl 1.2279 -3.0109 -0.2268
H 3.0744 -1.1256 -0.9677
H -0.3218 -1.9384 -0.8990
```